[1]
Below is a molecular structure, C5H8O in a non-equilibrium geometry, with properties calculated with ωB97M-V/def2-TZVPD.

Summary:
- HOMO energy: -0.3150 hartree
- Spin multiplicity: 1
- LUMO energy: 0.70 eV
- Kohn-Sham gap: 0.34063 Eh
- Calculated total energy: -7358.87390 eV

```
14
C5H8O | the OMol25 dataset | ωB97M-V/def2-TZVPD
C -1.7144 0.0084 0.2146
H 0.3805 -0.8873 1.7845
C 1.3359 -0.5746 -0.1242
C 0.2528 0.6952 -1.2210
H 2.3188 -0.1481 -0.3868
C -0.2283 0.3706 0.1352
C 0.7566 -0.0862 1.1482
H -1.9261 -1.0416 0.4136
H 1.3111 0.6781 1.6675
O -0.3759 0.2323 -2.1710
H 1.2278 -1.5934 -0.4683
H -2.1449 0.5820 1.0553
H -2.2355 0.2962 -0.7045
H 1.0415 1.4682 -1.3430
```

=====

[2]
Below is 10 unconnected molecules or ions with the total composition C16H42BO23 in a non-equilibrium geometry, with properties calculated with ωB97M-V/def2-TZVPD.

Summary:
- HOMO energy: -0.2627 hartree
- Total charge: -1
- Spin multiplicity: 1
- LUMO energy: 1.79 eV
- Kohn-Sham gap: 0.32838 Eh
- Calculated total energy: -65044.39519 eV

```
82
C16H42BO23 | the OMol25 dataset | ωB97M-V/def2-TZVPD
O 7.4549 -7.9184 2.6900
C 1.8192 4.0880 -5.4694
B -1.1305 -3.3845 2.0455
O -0.8862 -9.8801 11.0481
O 6.5091 1.5766 1.5088
H -5.1672 2.9626 -4.8887
O -7.4658 -3.9847 -7.7007
H 2.2082 -0.8033 8.0462
H 2.5877 7.0218 0.6776
H -4.7708 -4.4337 -7.1970
H -7.0144 3.5029 -3.7391
H -0.0390 -1.1805 9.3463
H 7.8988 -7.8899 1.8424
H 7.4514 -0.2317 1.5582
H 1.7680 3.5419 -4.5275
C -6.6404 -3.5121 -6.6563
C 0.7877 7.6356 1.7165
C -0.1954 -4.6513 3.7215
H 0.8679 4.5313 -5.7639
O 0.1510 -5.1787 4.8332
H 2.8276 3.6856 -7.4284
C 2.3542 3.1896 -6.5811
C -1.6571 -1.4406 0.9695
H 5.9081 -0.0510 2.5155
H -6.0102 -6.2574 -7.1816
H 0.8882 0.4654 7.7486
C 0.3817 -5.0691 2.3048
H -4.8309 4.4911 -4.1785
O 2.6812 5.1803 -5.3998
H -6.8573 5.6914 -3.4344
O 3.2824 2.2121 -6.1519
O 2.5339 1.0184 8.7118
H -4.8535 -4.4478 -5.5270
H 2.6262 -6.6974 -3.8118
H 1.6010 -6.0114 -2.9342
C 1.5751 -0.0119 8.4474
C -5.4478 4.0146 -4.9404
H -1.7950 -9.5928 10.9600
O -1.5754 -0.3193 0.5014
C 6.4396 0.1723 1.5904
H 1.3526 -1.0138 10.2617
O 0.2006 0.7184 10.3428
O -2.5064 -3.5322 1.4752
O -1.0385 -3.6690 3.5044
H -5.2551 5.3823 -6.2453
O -7.2316 5.4922 -4.2957
C -2.7727 -2.4328 0.7082
O 2.8742 8.7129 1.6263
H -6.1795 -2.5308 -6.7689
O 0.4659 8.1290 2.9839
H -7.6292 3.6992 -5.3389
O 1.1942 -5.9879 2.1791
H 0.4091 8.3056 0.9447
H -0.4879 1.2124 9.8917
H -7.2561 -3.3224 -5.7770
H 1.4812 2.6204 -6.9004
O -6.0540 -5.8564 -6.3105
H 2.9903 0.7075 9.4971
H 4.6552 0.2284 0.3792
H -8.1104 -4.6099 -7.3613
C 0.6818 -0.4183 9.6424
H 0.2888 6.6960 1.4789
H 5.3775 -1.3741 0.6770
H 5.6568 -0.2158 -1.4134
H 2.6487 9.1621 2.4441
H 6.5254 -7.8363 2.4769
H 0.8948 7.6263 3.6803
O -5.2226 4.4228 -6.2501
O 1.6827 -6.6144 -3.6731
H 4.0937 2.3006 -6.6574
O -3.6893 -2.2945 -0.1071
O -0.7906 -1.9533 1.8235
H -0.4474 -9.5290 10.2733
C -6.9422 4.1431 -4.6184
H 3.5043 5.0005 -4.9396
O -0.1582 -4.3534 1.4484
C 5.5895 -0.3271 0.4606
C -5.5007 -4.5583 -6.3971
O 6.3263 -0.1847 -0.7261
H 7.0953 1.8356 2.2236
C 2.3192 7.4248 1.6541
H 2.6984 6.7604 2.4306
```

=====

[3]
Below is a molecular structure, C28H46F6OP2Pd in a non-equilibrium geometry, with properties calculated with ωB97M-V/def2-TZVPD.

Summary:
- HOMO energy (alpha / beta): -0.4850 / -0.5066 hartree
- Total charge: +2
- Spin multiplicity: 5
- LUMO energy (alpha / beta): -5.89 / -9.19 eV
- <S²>: 6.03
- Kohn-Sham gap (alpha / beta): 0.26870 / 0.16891 Eh
- Calculated total energy: -70169.31097 eV

```
84
C28H46F6OP2Pd | the OMol25 dataset | ωB97M-V/def2-TZVPD
H -2.7124 0.9668 -8.0475
C 1.6255 2.9918 -1.0139
H -3.4303 -1.7161 3.4415
H -4.0801 -3.3878 3.3756
C 2.4439 0.3608 0.1609
H -1.6961 3.5807 1.5351
C 0.5700 -3.0994 -0.5803
H -2.9988 0.6326 1.6213
F -5.3136 -3.1773 1.2517
H 2.4928 -0.6238 0.6414
H 2.9776 0.2975 -0.7832
H -2.3678 2.1376 2.3386
H -1.4319 -2.5903 -0.8584
H -1.7845 -1.2319 -8.2496
H -0.4331 -3.0455 -6.7246
H -0.1187 -0.6490 -8.3071
C -4.2666 -2.3656 0.9030
C 0.2857 -0.8254 -2.9461
H 0.6774 -2.5583 -5.4049
C -3.2231 -2.7485 3.1447
C 0.6107 1.9985 -0.5565
C 2.4942 -3.0780 -2.4130
H -0.2042 -0.2836 -3.7984
F -2.5584 -4.5899 -0.0382
H 1.3218 1.2862 -7.2059
H 0.0396 -0.1881 -2.0705
H -1.5121 -1.9775 -2.9889
H -2.7208 3.5565 -7.6175
H 1.4054 -0.9896 2.1201
C -2.5783 -1.6320 -5.8733
H -3.3808 -0.8988 -6.0208
F -1.3379 -4.6447 1.7864
H 1.9948 3.6203 -0.2017
C 1.0383 0.7516 0.0297
C -1.6126 0.9289 -8.0729
C 0.7285 2.1601 -7.4884
H 0.3298 -3.3739 0.4594
H -1.3502 3.4645 -8.7640
H 2.6204 -2.7434 -0.2538
Pd -0.8787 2.2798 -1.8597
H -2.7000 -2.1105 -4.8957
F -4.1706 -2.3680 -0.4484
C -0.4501 -2.1715 -2.7460
P -0.9612 2.1064 -6.7358
H -2.6425 -2.3861 -6.6672
C -2.0879 1.1353 1.9999
H -0.1207 -2.9711 -3.4176
C -1.0145 3.7190 0.6901
H 2.1007 0.1592 -3.6221
H 0.3381 -0.0058 3.1114
H -0.3629 -1.3696 2.1628
H 1.8446 -3.5671 -3.1519
C -1.6248 3.5465 -7.7011
H -1.5028 4.2910 -0.1025
C -2.5730 -4.3156 1.2926
H 1.1893 3.6829 -1.7551
H -1.7984 0.5612 2.8940
C 0.3942 -0.5586 2.1527
F -3.4695 -5.1707 1.8681
C -0.4526 -2.7009 -1.3384
P -0.9474 -0.7752 -5.9809
H 2.9847 1.0816 0.8035
H 3.4813 -3.5745 -2.4537
C 2.0001 -3.3232 -0.9582
H 0.6666 2.2187 -8.5816
H 1.2346 3.0565 -7.1200
H -2.3426 -3.0812 3.7035
H 3.7554 -1.2914 -2.7005
H -0.1399 4.2448 1.0959
C 2.7180 -1.6506 -2.7869
C 1.7706 -0.8061 -3.2146
H 0.9085 -1.9336 -7.0499
C -2.8987 -2.7724 1.6477
H -1.2061 4.4738 -7.2927
C -0.9955 1.2063 1.0143
C -0.6701 2.3729 0.1457
F -4.6101 -1.0967 1.2834
C 0.1556 -2.2210 -6.3053
H 2.2200 -4.3879 -0.7639
H 2.4893 2.4942 -1.4939
O -1.9422 -1.9847 1.2384
C -1.1000 -0.4778 -7.8366
C 0.1070 0.3729 1.0274
H -1.2922 1.2882 -9.0612
```

=====

[4]
Below is C4H2BrF5 in the gas phase in a non-equilibrium geometry, with properties calculated with ωB97M-V/def2-TZVPD.

Summary:
- SMILES: C=C(F)[C@@](F)(Br)C(F)(F)F
- HOMO energy: -0.3884 hartree
- Spin multiplicity: 1
- LUMO energy: 0.52 eV
- Kohn-Sham gap: 0.40754 Eh
- Calculated total energy: -87808.98602 eV

```
12
C4H2BrF5 | the OMol25 dataset | ωB97M-V/def2-TZVPD
Br 3.0894 -1.5949 -0.3144
C 0.9384 0.5494 -0.4352
F 2.2222 0.0056 1.6704
F 3.1664 2.3715 0.5753
C 3.5798 1.1743 0.1538
F 4.6742 0.8678 0.8608
F 1.1516 1.4465 -1.3800
H -0.2777 -0.7346 0.6619
C 2.5024 0.1137 0.3544
H -1.0887 0.2969 -0.6464
F 3.9420 1.2874 -1.1185
C -0.1997 -0.0013 -0.1157
```

=====

Number 4 is which compound?
C4H2BrF5

=====

Among the records above, which one has the highest calculated total energy?
C5H8O

=====

The highest calculated total energy belongs to which entry?
C5H8O